## a
A structure of composition C22H48F2N4O7S2Sr. Source: the OMol25 dataset; level of theory: ωB97M-V/def2-TZVPD.

- HOMO energy (Ha) = -0.467
- LUMO energy (eV) = -8.6

ORCA input file:
```
! wB97M-V def2-TZVPD RIJCOSX def2/J DEFGRID3
* xyz 2 1
Sr 5.38595 -0.87051 -0.55512
N 2.72684 0.74771 -0.23162
O 1.62445 1.21825 -0.31062
O 3.81333 1.38526 -0.38573
O 2.80647 -0.48657 0.08025
C 3.31170 3.12118 2.59390
C 2.45289 2.87974 3.82822
C 2.22305 1.39180 4.20647
C 1.31532 0.69380 3.17742
N 0.50111 -0.46884 3.64793
C 1.46245 -1.62219 3.93910
C 1.86378 -2.15448 2.56041
C 0.56052 -2.01294 1.78539
C -0.35895 -1.06678 2.56214
C -0.30140 -0.20013 4.92722
C -1.30075 0.90997 4.68535
C -2.34611 0.91301 5.78972
H 3.47321 4.17945 2.38759
H 2.71047 2.86072 1.71062
H 4.25173 2.57496 2.52800
H 1.46790 3.34419 3.77280
H 2.95971 3.39470 4.64724
H 1.80610 1.39052 5.21475
H 3.17906 0.87376 4.32487
H 1.94918 0.41950 2.33812
H 0.61286 1.46746 2.86268
H 0.89073 -2.41342 4.42227
H 2.32931 -1.33691 4.52855
H 2.16027 -3.19972 2.67193
H 2.77308 -1.66515 2.19255
H 0.12404 -3.00172 1.62397
H 0.70296 -1.70864 0.74797
H -1.16775 -1.60699 3.04636
H -0.72755 -0.32729 1.85421
H 0.44350 -0.01129 5.70345
H -0.67012 -1.16427 5.28561
H -1.83866 0.72823 3.75585
H -0.78739 1.87104 4.71901
H -1.96375 1.03094 6.80275
H -2.95432 0.00827 5.71928
H -3.04503 1.73179 5.61318
C -0.15482 -4.32528 -5.60646
C -1.20105 -3.31892 -6.08765
C -1.04525 -1.98022 -5.36777
C -0.62617 -2.00006 -3.89599
N -0.83386 -0.71307 -3.12204
C -2.30062 -0.21552 -2.98534
C -2.95295 -1.24275 -2.08108
C -1.80828 -1.57579 -1.06781
C -0.57275 -0.89272 -1.62517
C -0.06243 0.44174 -3.69617
C 1.48378 0.34719 -3.56681
C 2.15168 1.67634 -3.93811
H -0.28097 -5.29526 -6.08767
H -0.26364 -4.53793 -4.53877
H 0.87075 -3.98484 -5.75971
H -2.20528 -3.73351 -5.99052
H -1.07604 -3.20989 -7.16521
H -2.00772 -1.45882 -5.38792
H -0.41327 -1.34783 -5.99455
H 0.41985 -2.22677 -3.67940
H -1.11502 -2.72519 -3.24282
H -2.18648 0.77752 -2.55895
H -2.70058 -0.16707 -3.99622
H -3.84063 -0.78801 -1.65345
H -3.10673 -2.19286 -2.58768
H -2.11625 -1.20719 -0.08668
H -1.66998 -2.63726 -0.85866
H -0.39882 0.10275 -1.21375
H 0.36475 -1.43513 -1.49464
H -0.40391 1.29578 -3.11497
H -0.27131 0.50916 -4.76101
H 1.79369 -0.43900 -4.26185
H 1.72853 -0.05640 -2.58165
H 1.93859 2.05712 -4.93308
H 3.21098 1.39566 -3.89360
H 2.07414 2.48892 -3.21695
N -2.48987 4.12492 0.08426
S -1.62227 2.72387 0.07264
O -2.06619 1.57772 -0.68565
O -0.92748 2.43383 1.31609
F -0.35897 3.24066 -0.77330
S -3.93720 3.57788 0.24234
O -4.25484 2.81672 1.42931
O -4.66060 3.28153 -0.98202
F -4.52466 5.01964 0.62244
*
```

## b
A structure of composition C22H48F2N4O7S2Sr. Source: the OMol25 dataset; level of theory: ωB97M-V/def2-TZVPD.

- HOMO energy (Ha) = -0.550
- LUMO energy (eV) = -6.5

ORCA input file:
```
! wB97M-V def2-TZVPD RIJCOSX def2/J DEFGRID3
* xyz 2 1
Sr 0.33648 -3.37359 -3.21475
N 0.41675 -2.35825 -0.32562
O 1.50841 -2.63993 -0.84966
O 0.37154 -1.47286 0.49683
O -0.64828 -2.81564 -0.71969
C -4.91766 -4.32004 1.94491
C -3.83992 -3.18454 2.07658
C -4.16856 -1.94828 1.32596
C -3.05446 -0.86095 1.36088
N -3.45828 0.47876 0.65277
C -3.72218 0.26533 -0.89555
C -2.34395 0.30685 -1.46537
C -1.62949 1.50151 -0.76942
C -2.31568 1.61158 0.57726
C -4.68608 1.13604 1.40727
C -4.50037 1.27020 2.87421
C -5.49160 2.23877 3.47785
H -5.89019 -3.85466 2.10520
H -4.60589 -5.04561 2.69621
H -4.94321 -4.76945 0.95219
H -2.83571 -3.52278 1.82115
H -3.82629 -2.98833 3.14869
H -5.13595 -1.54516 1.62553
H -4.39327 -2.34567 0.33617
H -2.13586 -1.22926 0.90411
H -2.80329 -0.56909 2.38060
H -4.32847 1.15868 -1.04523
H -4.21828 -0.68174 -1.10781
H -2.27655 0.37833 -2.55094
H -1.88693 -0.66139 -1.26103
H -1.74803 2.45629 -1.28170
H -0.55487 1.35754 -0.65726
H -2.73113 2.61867 0.61278
H -1.69016 1.42162 1.44947
H -5.56884 0.51829 1.24228
H -4.83164 2.08754 0.89583
H -3.45961 1.44602 3.14628
H -4.60792 0.24395 3.22543
H -5.12868 3.25507 3.32451
H -5.64963 2.11112 4.54875
H -6.50793 2.14991 3.09408
C 6.72947 2.60870 -3.43904
C 6.91279 1.57704 -2.32015
C 6.09885 1.76343 -1.03768
C 4.55615 1.52376 -1.12950
N 3.82733 1.65684 0.26846
C 4.00395 3.14934 0.69771
C 2.83471 3.41460 1.61623
C 1.75591 2.41314 1.28413
C 2.29891 1.74102 0.01137
C 4.29010 0.52795 1.21663
C 4.48212 -0.93417 0.69499
C 4.49633 -2.04231 1.81724
H 5.68151 2.82006 -3.65167
H 7.34046 2.27595 -4.27812
H 7.17114 3.56507 -3.15909
H 7.93514 1.49819 -1.95045
H 6.57742 0.64533 -2.77572
H 6.36510 2.69438 -0.53713
H 6.56550 1.13639 -0.27799
H 4.30684 0.50128 -1.41316
H 4.17210 2.26258 -1.83290
H 4.98821 3.13914 1.16592
H 3.94589 3.81536 -0.16319
H 3.31062 3.07450 2.53597
H 2.47066 4.42761 1.78769
H 1.72391 1.65060 2.06234
H 0.70511 2.69649 1.34435
H 1.95495 0.71035 -0.07523
H 2.15557 2.34844 -0.88227
H 3.73385 0.68651 2.14050
H 5.29258 0.85823 1.48873
H 5.50345 -0.87520 0.31882
H 3.72685 -1.19656 -0.04584
H 5.41402 -1.93495 2.39553
H 4.70972 -3.05121 1.46415
H 3.67332 -2.04083 2.53191
N -1.99693 -3.28420 -3.78114
S -3.43471 -3.99309 -3.18136
O -3.72386 -5.23545 -3.86123
O -4.49984 -3.21371 -2.54151
F -2.67642 -4.56132 -1.88915
S -2.84531 -2.47483 -4.69763
O -3.48721 -1.29931 -4.14156
O -3.47508 -3.14246 -5.88373
F -1.66956 -1.72752 -5.45594
*
```

Relative energy of each structure, in kJ/mol: a 0.0; b 120.1.

## a
A structure of composition AlH4O2. Source: the OMol25 dataset; level of theory: ωB97M-V/def2-TZVPD.

- HOMO energy (Ha) = -1.103
- LUMO energy (eV) = -22.2

ORCA input file:
```
! wB97M-V def2-TZVPD RIJCOSX def2/J DEFGRID3
* xyz 3 1
Al 0.02202 -0.01620 -0.11206
O -1.75213 1.42332 -0.25441
H -1.57338 2.32882 -0.50809
H -2.69112 1.31310 -0.40396
O 1.69528 -1.47292 0.29712
H 1.83893 -2.41435 0.20055
H 2.46040 -1.16178 0.78085
*
```

## b
A structure of composition AlH4O2. Source: the OMol25 dataset; level of theory: ωB97M-V/def2-TZVPD.

- HOMO energy (Ha) = -1.035
- LUMO energy (eV) = -23.4

ORCA input file:
```
! wB97M-V def2-TZVPD RIJCOSX def2/J DEFGRID3
* xyz 3 1
Al -1.82712 0.35131 -1.60309
O 1.07145 0.41842 -1.02151
H 1.76264 -0.08023 -1.45724
H 1.53403 0.96599 -0.38716
O -0.95201 -0.56415 1.11367
H -1.12773 0.13027 1.74859
H -0.46126 -1.22162 1.60676
*
```

Relative energy of each structure, in kJ/mol: a 0.0; b 333.3.

## a
A structure of composition C19H26ClO4PdSe. Source: the OMol25 dataset; level of theory: ωB97M-V/def2-TZVPD.

- HOMO energy (spin up / spin down) (Ha) = -0.412 / -0.412
- LUMO energy (spin up / spin down) (eV) = -5.4 / -5.4

ORCA input file:
```
! wB97M-V def2-TZVPD RIJCOSX def2/J DEFGRID3
* xyz 1 1
Pd 0.24324 0.54374 0.89042
C -0.60591 1.15803 2.73277
C 0.35576 0.14010 3.01451
C 1.61564 0.63964 2.52263
C 1.46749 2.04783 2.13895
C 0.12019 2.36786 2.25817
C -0.56414 3.63050 1.88062
C 2.58431 2.88754 1.62542
C 2.90488 -0.09061 2.50317
C 0.10753 -1.15510 3.70062
C -2.05638 1.11876 3.04887
H -1.34977 3.43123 1.14891
H 0.12496 4.35156 1.45075
H -1.03651 4.07561 2.75922
H 3.08428 2.39229 0.79118
H 3.32338 3.05147 2.41212
H 2.23115 3.85351 1.27605
H 3.46685 0.13528 1.59710
H 2.76484 -1.16575 2.58022
H 3.50740 0.24312 3.35375
H 0.83877 -1.90850 3.41710
H -0.88570 -1.54317 3.47790
H 0.17117 -1.00059 4.78044
H -2.63420 1.68933 2.32314
H -2.21768 1.56794 4.03314
H -2.43302 0.09893 3.06911
O 0.56099 0.85124 -2.99265
Cl 0.74666 1.39263 -1.70880
O -0.55162 1.45694 -0.97916
O 1.55785 0.45585 -0.85558
O 1.36947 2.66246 -1.69895
C -1.04675 -2.12252 -5.59192
C -0.98060 -2.00255 -4.09858
C -2.01576 -1.41399 -3.38112
C -1.96451 -1.27161 -2.00372
C -3.11553 -0.62450 -1.28762
C -0.81961 -1.74732 -1.33557
Se -0.73178 -1.63161 0.54174
C 0.24317 -2.35899 -2.03452
C 1.46961 -2.88028 -1.34145
C 0.13276 -2.47391 -3.40810
H -2.00706 -1.78686 -5.97825
H -0.89045 -3.15558 -5.90495
H -0.26328 -1.52002 -6.05521
H -2.88824 -1.05239 -3.91221
H -3.91491 -0.39628 -1.98971
H -2.80193 0.30837 -0.81602
H -3.51835 -1.27026 -0.50709
H 1.99911 -2.07707 -0.82767
H 2.14928 -3.32995 -2.06252
H 1.21300 -3.63273 -0.59479
H 0.93993 -2.93962 -3.96185
*
```

## b
A structure of composition C19H26ClO4PdSe. Source: the OMol25 dataset; level of theory: ωB97M-V/def2-TZVPD.

- HOMO energy (spin up / spin down) (Ha) = -0.411 / -0.411
- LUMO energy (spin up / spin down) (eV) = -5.4 / -5.4

ORCA input file:
```
! wB97M-V def2-TZVPD RIJCOSX def2/J DEFGRID3
* xyz 1 1
Pd 0.10432 -0.02902 1.10239
C -0.77193 -1.94801 1.37475
C -1.61750 -0.98684 2.01612
C -2.02771 -0.07408 0.98316
C -1.61416 -0.61855 -0.32238
C -0.85339 -1.74864 -0.07843
C -0.12292 -2.60210 -1.05057
C -1.91514 0.04109 -1.62205
C -2.83367 1.16016 1.15192
C -2.01373 -0.96117 3.44963
C -0.08486 -3.09974 2.01939
H 0.94230 -2.63301 -0.81458
H -0.23170 -2.23665 -2.06784
H -0.49892 -3.62652 -1.00185
H -1.58412 1.08029 -1.61680
H -2.99114 0.03451 -1.80809
H -1.41884 -0.45993 -2.44876
H -2.48834 1.93985 0.47332
H -2.79944 1.53440 2.17186
H -3.87399 0.93804 0.89572
H -2.28332 0.03980 3.77891
H -1.21234 -1.33233 4.08770
H -2.88223 -1.60825 3.59400
H 0.84344 -3.34012 1.50417
H -0.72966 -3.98143 1.96266
H 0.13406 -2.90110 3.06613
O 2.96459 2.18849 -0.41968
Cl 1.85386 1.34555 -0.58140
O 2.08053 0.02966 0.09683
O 0.68608 1.87961 0.17210
O 1.50814 1.11360 -1.93826
C 6.05156 3.71073 2.12821
C 4.80167 2.93571 2.41846
C 4.84982 1.58097 2.72189
C 3.70018 0.84886 2.97450
C 3.82564 -0.61420 3.29778
C 2.45714 1.51119 2.91837
Se 0.88983 0.56639 3.32084
C 2.38194 2.88365 2.60696
C 1.07634 3.62135 2.49404
C 3.55931 3.56761 2.37126
H 6.94319 3.11176 2.30093
H 6.10695 4.60462 2.75045
H 6.05673 4.03981 1.08748
H 5.81087 1.08310 2.76260
H 4.87462 -0.90122 3.33351
H 3.33326 -1.22520 2.53999
H 3.37221 -0.85006 4.26114
H 0.46230 3.18940 1.70113
H 1.26205 4.66532 2.25039
H 0.50266 3.58715 3.42036
H 3.51493 4.62309 2.13027
*
```

Relative energy of each structure, in kJ/mol: a 0.0; b 12.6.

## a
A cluster of 2 separate species, C2H3ClF2S in total. Source: the OMol25 dataset; level of theory: ωB97M-V/def2-TZVPD.

- HOMO energy (Ha) = -0.352
- SMILES = C=C(F)F.SCl
- LUMO energy (eV) = -0.4

ORCA input file:
```
! wB97M-V def2-TZVPD RIJCOSX def2/J DEFGRID3
* xyz 0 1
C 0.42360 -0.63891 1.05965
C -0.35744 -1.39237 0.37596
F 0.03770 -2.32389 -0.39181
F -1.69336 -1.26845 0.24512
S 0.50928 1.23455 -1.45536
Cl -1.28216 1.68432 -0.54249
H 1.16842 2.63741 -1.58163
H 1.36455 -0.23258 0.83725
H -0.17059 0.29992 1.45333
*
```

## b
A cluster of 2 separate species, C2H3ClF2S in total. Source: the OMol25 dataset; level of theory: ωB97M-V/def2-TZVPD.

- HOMO energy (Ha) = -0.335
- SMILES = FC(F)=CS.Cl
- LUMO energy (eV) = 0.6

ORCA input file:
```
! wB97M-V def2-TZVPD RIJCOSX def2/J DEFGRID3
* xyz 0 1
C 1.07412 0.19410 0.54383
C 0.12086 0.76959 -0.16720
F -0.55732 1.90190 0.08699
F -0.15412 0.37194 -1.39137
S 1.84900 -1.29627 -0.17577
Cl -2.66639 -1.05718 0.52646
H 1.36320 0.38869 1.56718
H -2.01022 0.13414 0.31324
H 0.98086 -1.40691 -1.30337
*
```

Relative energy of each structure, in kJ/mol: a 118.9; b 0.0.